Record 1
Density functional theory data (ωB97M-V with the def2-TZVPD basis set) for C42H41EuOP2Si as an isolated structure at a distorted geometry.

LUMO (alpha / beta), eV: -6.161 / -6.613
Charge: +2
Kohn-Sham gap (alpha / beta), eV: 6.085 / 6.582
⟨S²⟩: 12.0259
DFT total energy, a.u.: -3382.0885
2S+1: 7

The geometry in XYZ format:
```
88
Properties=species:S:1:pos:R:3:forces:R:3
Eu 0.49517 1.47494 -1.34093 -3.60 3.56 2.33
P -1.08334 -2.12375 -1.46676 -0.49 -1.52 0.84
C -0.73131 -1.34074 0.17354 0.74 0.60 0.43
O -0.19854 -1.95362 1.12294 -0.43 0.43 -1.03
P 1.90357 0.90685 1.29712 0.59 -0.11 0.69
C -2.86728 -2.31512 -1.40058 -0.63 0.07 -0.56
C -0.28844 -3.73115 -1.50334 0.23 -0.34 -0.29
C -0.58574 -1.14664 -2.87760 -0.06 0.54 -1.07
C 2.43751 2.65442 1.14149 0.05 0.17 -0.06
C 1.12289 0.93114 2.95414 -0.58 -0.05 0.37
C 3.42519 -0.05361 1.61650 0.44 -0.35 -0.29
C -3.71678 -1.78848 -2.39119 0.02 -0.09 0.33
C -5.10063 -1.82214 -2.20012 0.04 -0.05 0.02
C -5.64462 -2.41530 -1.05627 0.27 0.06 -0.06
C -4.80156 -2.98955 -0.09851 0.19 0.02 -0.18
C -3.41757 -2.94468 -0.27121 -0.06 0.14 0.07
H -3.30081 -1.36168 -3.30536 -0.18 -0.06 0.26
H -5.75464 -1.37635 -2.95117 0.17 -0.21 0.20
H -6.72583 -2.43688 -0.91213 0.33 0.02 -0.06
H -5.21668 -3.46837 0.78905 0.11 0.13 -0.28
H -2.76078 -3.38863 0.47892 -0.16 0.15 -0.11
C -1.13035 0.14326 -3.09708 0.22 -0.11 -0.21
C -0.65650 0.94036 -4.15543 -0.28 -0.22 0.27
C 0.23697 0.39568 -5.08330 0.14 0.17 0.07
C 0.68124 -0.91727 -4.93926 0.02 -0.11 -0.14
C 0.28849 -1.68641 -3.84915 -0.20 0.14 0.49
H -1.92207 0.50935 -2.43249 0.26 -0.04 -0.26
H -1.02500 1.96873 -4.26054 0.02 -0.46 -0.16
H 0.57758 0.99193 -5.93082 -0.11 -0.15 0.25
H 1.33828 -1.35717 -5.69257 -0.20 0.18 0.26
H 0.64185 -2.71283 -3.74095 -0.03 0.31 -0.02
C -0.99423 -4.85428 -1.97631 0.13 0.20 0.10
C -0.35933 -6.09388 -2.04738 0.13 0.11 0.07
C 0.97875 -6.22023 -1.65444 -0.12 0.23 -0.01
C 1.69040 -5.10148 -1.20308 -0.20 0.11 -0.05
C 1.06131 -3.85670 -1.13019 -0.09 -0.13 -0.03
H -2.03523 -4.74651 -2.28196 0.24 -0.11 0.08
H -0.91169 -6.96168 -2.41122 0.19 0.27 0.13
H 1.47116 -7.19369 -1.70504 -0.17 0.33 0.01
H 2.73729 -5.19511 -0.90670 -0.36 0.01 -0.10
H 1.61092 -2.98357 -0.77971 -0.06 -0.20 0.00
C 1.61041 0.22205 4.06877 -0.16 0.27 -0.30
C 0.96158 0.32609 5.30460 -0.14 0.11 -0.13
C -0.18440 1.11556 5.43599 0.06 0.03 -0.22
C -0.68436 1.81606 4.32868 0.21 -0.08 -0.02
C -0.03083 1.72642 3.10132 0.08 -0.34 0.17
H 2.50079 -0.40048 3.97775 -0.25 0.18 0.03
H 1.35661 -0.21718 6.16748 -0.16 0.20 -0.33
H -0.69576 1.19119 6.39743 0.19 -0.05 -0.29
H -1.58074 2.43542 4.41941 0.33 -0.24 0.05
H -0.41902 2.27058 2.23593 0.09 -0.09 0.30
C 2.72216 3.15023 -0.15120 -0.30 0.21 0.49
C 2.99358 4.50998 -0.32742 0.03 0.09 -0.27
C 2.96745 5.38440 0.76255 -0.07 -0.12 0.03
C 2.69264 4.89491 2.04421 0.16 -0.16 -0.19
C 2.46033 3.53224 2.24057 -0.09 0.14 -0.36
H 2.78247 2.46686 -1.02113 0.30 0.28 0.39
H 3.22163 4.88566 -1.32892 -0.02 -0.07 0.38
H 3.16531 6.44957 0.61711 -0.08 -0.41 0.01
H 2.66674 5.57147 2.89941 0.07 -0.17 -0.26
H 2.26612 3.15862 3.24798 0.04 0.09 -0.38
C 4.67837 0.53976 1.83952 -0.20 -0.27 0.05
C 5.79291 -0.26237 2.11251 -0.16 -0.15 -0.04
C 5.66949 -1.65680 2.13844 -0.21 0.16 -0.07
C 4.42609 -2.25612 1.89181 0.06 0.23 0.05
C 3.30930 -1.45935 1.63916 0.11 0.28 -0.10
H 4.77846 1.62520 1.81431 0.03 -0.27 0.03
H 6.76098 0.20580 2.30693 -0.34 -0.17 -0.08
H 6.54092 -2.27971 2.34935 -0.27 0.22 -0.07
H 4.32351 -3.34451 1.90317 0.06 0.39 0.04
H 2.33052 -1.91610 1.47486 0.22 0.05 0.05
H 1.89028 0.81805 -2.33573 1.83 -3.16 0.95
H 1.76186 0.13704 -1.50037 2.25 -0.20 -2.49
C -1.92013 4.27196 -0.23518 0.25 -0.19 -0.12
Si -2.76167 2.62224 0.05894 -1.12 0.32 0.87
C -3.57684 2.57563 1.75313 0.14 -0.08 -0.08
C -4.03693 2.24328 -1.26214 0.24 -0.11 -0.22
C -1.55670 1.20801 0.11192 0.50 -1.98 -0.30
C -1.20266 -0.00191 0.16846 -0.33 1.39 0.26
H -2.65895 5.07698 -0.10324 0.18 -0.24 -0.07
H -1.51467 4.37317 -1.25310 -0.06 0.08 0.14
H -1.10924 4.45033 0.48334 -0.12 0.01 -0.10
H -4.52589 3.13151 1.75575 0.28 -0.10 0.00
H -3.78629 1.52443 2.00701 0.01 0.35 0.02
H -2.91827 2.99712 2.52675 -0.23 -0.13 -0.18
H -3.72072 2.59592 -2.25402 -0.14 -0.08 0.14
H -4.23682 1.16405 -1.32387 -0.01 0.23 0.04
H -4.97926 2.74757 -1.00916 0.22 -0.07 -0.09
```
Forces are in eV/Å.

Partial atomic charges computed with the Mulliken method, in multiples of e:
1. Eu 0.2506
2. P 2.6207
3. C 0.3617
4. O -0.6955
5. P 1.7758
6. C -0.0770
7. C -0.1771
8. C 0.7260
9. C 0.0253
10. C 0.2718
11. C 0.0705
12. C -0.3743
13. C -0.7326
14. C -0.5187
15. C -0.7792
16. C -0.4358
17. H 0.5510
18. H 0.4526
19. H 0.4456
20. H 0.4392
21. H 0.4677
22. C -0.9908
23. C -0.3305
24. C -0.8024
25. C -0.6681
26. C -0.9489
27. H 0.8489
28. H 0.5486
29. H 0.4568
30. H 0.4648
31. H 0.4622
32. C -0.5830
33. C -0.7605
34. C -0.5229
35. C -0.7661
36. C 0.0938
37. H 0.4377
38. H 0.4262
39. H 0.4047
40. H 0.4513
41. H 0.3883
42. C -0.6185
43. C -0.7359
44. C -0.7157
45. C -0.8367
46. C 0.0217
47. H 0.3670
48. H 0.4304
49. H 0.4034
50. H 0.3954
51. H 0.2723
52. C -0.4775
53. C -0.8171
54. C -0.6238
55. C -0.6659
56. C -0.3219
57. H 0.8088
58. H 0.4505
59. H 0.4346
60. H 0.4491
61. H 0.4999
62. C -0.6620
63. C -0.7505
64. C -0.5799
65. C -0.8347
66. C -0.0997
67. H 0.4390
68. H 0.4137
69. H 0.3924
70. H 0.4565
71. H 0.6832
72. H 0.1821
73. H 0.1160
74. C -1.0952
75. Si -0.2718
76. C -0.9440
77. C -0.8370
78. C 0.0671
79. C 0.3544
80. H 0.4120
81. H 0.3637
82. H 0.3311
83. H 0.5033
84. H 0.3485
85. H 0.1369
86. H 0.2901
87. H 0.1135
88. H 0.4731

---

Record 2
Density functional theory data (ωB97M-V with the def2-TZVPD basis set) for C42H41NO3P2PtS as an isolated structure at a distorted geometry.

LUMO (alpha / beta), eV: -6.436 / -9.131
Charge: +2
Kohn-Sham gap (alpha / beta), eV: 5.869 / 4.391
ΔE to the lowest compared entry with this formula, charge and spin, kJ/mol: 121.6
⟨S²⟩: 6.0283
DFT total energy, a.u.: -3104.8783
2S+1: 5

The geometry in XYZ format:
```
91
Properties=species:S:1:pos:R:3:forces:R:3
Pt 0.20980 -0.31723 -1.43747 -1.22 -2.13 -0.03
C -2.11349 -0.24999 0.05052 -0.39 -0.43 -0.26
C -1.96143 -0.44836 -1.33817 -1.73 0.15 0.14
C -2.64312 0.57343 -2.25992 -0.16 0.32 -0.15
C -1.68516 1.58029 -2.93788 -0.26 -0.34 -0.63
C -0.31279 1.57594 -2.31723 -0.21 1.18 1.38
C -0.20194 1.89063 -0.92878 0.43 0.75 -1.63
C -1.37756 2.22022 -0.08652 -0.39 0.04 0.92
C -2.03709 1.03987 0.70116 0.51 1.08 0.27
C 2.18804 0.01202 -1.29334 3.26 0.87 0.51
H -2.43408 -1.09205 0.66235 0.48 -0.07 0.03
H -2.09062 -1.48736 -1.67810 0.41 0.21 0.18
H -3.39523 1.14112 -1.68946 0.22 -0.35 -0.12
H -3.18354 0.01288 -3.03950 0.16 0.18 0.38
H -1.61925 1.33776 -4.01210 0.03 0.20 0.43
H -2.13261 2.58529 -2.85682 0.35 -0.22 -0.12
H 0.52550 1.82529 -2.97279 -0.07 -0.19 0.20
H 0.76132 2.26467 -0.58682 -0.14 -0.39 0.10
H -2.13031 2.75413 -0.67862 0.07 -0.14 0.06
H -1.02463 2.91302 0.69526 -0.21 -0.21 -0.28
H -1.48664 0.94026 1.65485 -0.17 -0.20 -0.14
H -3.03698 1.35247 1.05144 0.08 -0.19 -0.13
H 2.42283 0.05083 -0.21589 -0.19 -0.13 -0.61
H 2.38609 1.00551 -1.71121 0.06 -0.29 -0.15
H 2.74161 -0.79646 -1.80240 -0.47 0.19 -0.07
P -0.21313 -1.77517 -8.46781 -1.19 -0.29 -0.36
P 1.54609 0.33733 -8.94430 0.39 1.62 -1.21
C -1.03515 -0.29301 -9.09952 1.09 1.14 -0.18
C -0.14517 0.65556 -9.49939 -1.28 -1.18 0.34
C -0.67263 -3.00113 -9.75241 0.74 -0.02 -0.12
C -1.78068 -2.81441 -10.59075 -0.09 -0.27 0.16
C -2.15768 -3.83725 -11.46699 0.21 0.07 0.09
C -1.35589 -4.97562 -11.60504 0.13 0.19 0.30
C -0.16432 -5.08650 -10.87322 -0.20 0.10 -0.05
C 0.17948 -4.10561 -9.94476 -0.41 0.06 0.12
C -1.16581 -2.11971 -6.94124 0.19 0.11 0.21
C -0.86603 -1.25494 -5.87354 -0.13 -0.22 -0.13
C -1.49356 -1.42688 -4.64722 -0.03 -0.13 0.06
C -2.46826 -2.41864 -4.48145 0.25 0.15 -0.43
C -2.81626 -3.23241 -5.56776 0.04 0.12 0.25
C -2.14195 -3.11302 -6.78723 0.08 0.17 0.12
C 2.49168 0.93763 -10.43974 0.19 -0.78 0.02
C 2.36386 0.10197 -11.56483 -0.01 0.31 -0.04
C 2.87190 0.50582 -12.79802 0.07 0.03 0.05
C 3.54787 1.72582 -12.92113 -0.21 -0.15 0.36
C 3.73078 2.52613 -11.79038 -0.07 -0.25 0.13
C 3.24177 2.12116 -10.54158 -0.11 0.01 0.02
C 1.77785 1.74290 -7.81073 0.19 -0.40 0.71
C 3.00742 1.83309 -7.13421 -0.26 0.22 -0.18
C 3.32773 3.00260 -6.44974 -0.17 0.00 0.03
C 2.40578 4.05736 -6.39819 -0.01 -0.16 -0.13
C 1.14932 3.92778 -6.99811 0.07 -0.24 0.10
C 0.81813 2.75094 -7.67446 0.19 0.16 -0.05
H -2.12935 -0.24381 -9.12514 0.42 0.19 -0.25
H -0.37687 1.56942 -10.05379 -0.08 -0.29 0.19
H -2.34514 -1.88153 -10.55043 -0.03 -0.47 0.01
H -3.08196 -3.74152 -12.03658 0.32 0.02 0.04
H -1.65359 -5.77500 -12.28583 0.12 0.28 0.18
H 0.48786 -5.94484 -11.01987 -0.15 0.17 0.03
H 1.09552 -4.18275 -9.35533 -0.26 -0.11 -0.17
H -0.15236 -0.43976 -6.02055 -0.06 -0.27 0.12
H -1.20246 -0.78017 -3.81344 -0.13 -0.33 -0.38
H -2.95370 -2.54126 -3.51156 0.02 -0.07 -0.34
H -3.62201 -3.95932 -5.45226 0.33 0.13 -0.08
H -2.39150 -3.77124 -7.61893 0.07 0.13 0.19
H 1.85229 -0.85880 -11.46600 0.08 0.25 -0.14
H 2.74286 -0.13425 -13.66821 0.05 0.12 0.18
H 3.93988 2.04274 -13.88814 -0.13 -0.09 0.29
H 4.26040 3.47334 -11.87936 -0.07 -0.25 0.08
H 3.44945 2.73380 -9.66101 -0.23 -0.14 -0.31
H 3.70157 0.99224 -7.17036 -0.03 0.30 -0.05
H 4.29906 3.09102 -5.96460 -0.26 0.02 -0.08
H 2.66876 4.98138 -5.88386 -0.06 -0.23 -0.14
H 0.42127 4.73761 -6.94928 0.23 -0.19 0.05
H -0.16944 2.62713 -8.12012 0.33 0.22 0.12
O 0.11801 2.34212 2.97098 0.69 -0.57 -0.87
S 1.20739 1.38042 2.92403 0.19 -0.51 1.27
O 2.51610 1.80470 3.34422 -0.83 -0.31 -0.75
N 1.25534 0.54231 1.48987 -0.85 -0.10 -1.44
C 0.66568 -0.65282 1.53517 0.62 1.77 0.90
O 0.26015 -1.32397 0.50943 0.15 0.59 -0.17
C 0.38356 -1.08271 2.91372 -1.09 -0.38 0.32
C -0.35435 -2.18894 3.33358 0.41 0.03 0.24
C -0.60929 -2.33057 4.70857 0.18 0.24 0.13
C -0.31440 -1.28163 5.60352 0.01 0.12 -0.56
C 0.18859 -0.06679 5.10524 0.40 -0.14 -0.15
C 0.63102 -0.03983 3.79054 -0.62 -0.08 1.17
H -0.69161 -2.90014 2.58074 0.17 -0.12 0.38
H -1.04382 -3.25301 5.10242 0.05 0.37 -0.23
H -0.49494 -1.38235 6.67570 -0.16 -0.03 -0.42
H 0.24569 0.85823 5.68264 0.12 -0.50 0.16
```
Forces are in eV/Å.

Partial atomic charges computed with the Mulliken method, in multiples of e:
1. Pt 1.7883
2. C -0.6206
3. C -0.1887
4. C -0.7285
5. C -1.2411
6. C -0.6152
7. C -0.5096
8. C -0.9988
9. C -0.6280
10. C -1.1446
11. H 0.3763
12. H 0.6341
13. H 0.5268
14. H 0.3688
15. H 0.3820
16. H 0.5266
17. H 0.8167
18. H 0.5371
19. H 0.4082
20. H 0.5664
21. H 0.1088
22. H 0.5917
23. H 0.3100
24. H 0.3887
25. H 0.3864
26. P 0.6016
27. P 0.3106
28. C -0.4808
29. C -0.9144
30. C 0.5266
31. C 0.0034
32. C -0.6847
33. C -0.4551
34. C -0.6512
35. C -0.4826
36. C 0.6298
37. C -0.5934
38. C -0.6919
39. C -0.8230
40. C -0.9567
41. C -0.6460
42. C 0.5053
43. C -0.3810
44. C -0.6072
45. C -0.5031
46. C -0.5683
47. C -0.3843
48. C 0.6282
49. C -0.5305
50. C -0.7300
51. C -0.5116
52. C -0.7831
53. C -0.1993
54. H 0.7505
55. H 0.7899
56. H 0.3124
57. H 0.4169
58. H 0.3980
59. H 0.3964
60. H 0.3989
61. H 0.3235
62. H 1.0920
63. H 0.2916
64. H 0.3899
65. H 0.4114
66. H 0.4010
67. H 0.3949
68. H 0.3934
69. H 0.3923
70. H 0.2884
71. H 0.4319
72. H 0.5097
73. H 0.4585
74. H 0.4442
75. H 0.4238
76. O -0.5620
77. S 1.0514
78. O -0.6531
79. N -0.4025
80. C 0.5817
81. O -0.9621
82. C 0.6495
83. C -0.6196
84. C -0.6014
85. C -0.5223
86. C -0.6210
87. C 0.1644
88. H 0.4662
89. H 0.4004
90. H 0.4148
91. H 0.4371

---

Question: 2S+1 of number 1 (C42H41EuOP2Si)?
Answer: 7

---

Question: What is the ⟨S²⟩ in the second record?
Answer: 6.0283